ORCA calculation (ωB97M-V/def2-TZVPD) on one molecule with the formula C5H8N2O2S in a non-equilibrium geometry.

Properties
Structure (SMILES): [O-]/[N+](O)=C/CC1=NCCS1
DFT total energy in a.u.: -853.31836
Total charge: 0
Strongest force on any atom in Eh/bohr: 0.1198
HOMO-LUMO gap in eV: 9.4122
Highest occupied orbital energy in eV: -8.793
Spin multiplicity: 1
Relative energy (zero: lowest compared OMol25 entry of this formula, charge and spin) in kJ/mol: 590.8

```
18
Properties=species:S:1:pos:R:3:forces:R:3
O -1.109209 -0.931290 3.905943 -0.82 1.17 1.64
N -0.727450 -1.107266 2.778747 0.54 -2.35 0.56
O -0.337686 -2.457416 2.522647 0.92 1.32 -4.04
C -0.549480 -0.358624 1.755503 0.20 2.39 0.14
C -0.014940 -0.976857 0.527168 1.51 -2.15 -1.97
C 0.294292 -0.009171 -0.638708 0.12 -0.93 1.87
N 0.410080 -0.285197 -1.868989 -2.10 -2.28 2.77
C 0.437102 0.855591 -2.612582 5.62 2.27 -1.10
C 0.333502 2.159709 -1.855010 -2.35 -1.46 2.06
S 0.550316 1.658385 -0.115029 -0.42 0.41 -0.39
H -0.430893 -3.087715 3.189849 -0.90 -0.53 2.81
H -0.705869 0.774342 1.922535 0.07 -2.34 -0.28
H 0.912559 -1.700241 0.754995 -1.83 1.83 -0.49
H -0.775811 -1.690777 0.112784 0.64 0.48 0.32
H -0.275574 0.973543 -3.325424 -1.79 -0.75 -2.68
H 1.527650 0.852376 -3.024436 -1.81 0.14 -0.37
H 1.132714 2.759338 -2.016364 1.87 2.32 -1.08
H -0.671303 2.571270 -2.013630 0.54 0.47 0.22
```
Forces are in eV/Å.

Results of the natural (NBO) charge analysis, in e, for atoms 1 through 2:
1. O -0.46
2. N 0.40

ORCA calculation (ωB97M-V/def2-TZVPD) on a 2-piece molecular cluster, C10H17IOS overall in a non-equilibrium geometry.

Properties
DFT total energy in a.u.: -1162.23737
Total charge: 0
Strongest force on any atom in Eh/bohr: 0.1047
HOMO-LUMO gap in eV: 8.0197
Highest occupied orbital energy in eV: -8.193
Spin multiplicity: 1

```
30
Properties=species:S:1:pos:R:3:forces:R:3
C 1.345058 -0.596802 -0.503209 0.37 -1.46 0.96
C -2.008628 -0.260823 2.411605 0.87 2.20 0.87
C -2.272731 -0.721809 0.998036 0.35 -1.06 1.93
C -0.981868 0.923441 2.138478 -1.07 0.76 -0.23
C -1.070237 -1.205806 0.213928 1.30 -0.26 0.17
C 0.359473 0.423746 1.629662 -1.81 -3.48 -0.96
C 0.083746 -0.109869 0.164192 -2.15 0.69 -0.56
C 1.859822 1.760356 -1.754554 -1.63 -3.53 -3.72
C 1.435783 -0.716145 -3.315206 0.22 1.93 2.65
C 2.074467 0.247006 -1.483123 -0.37 -1.54 -3.32
O 1.860084 -1.682366 -0.157285 -1.72 1.56 -0.11
S 3.760755 -0.294526 -1.544647 0.72 0.06 0.37
I -0.529757 -0.241339 -3.825445 -0.33 -0.04 -0.06
H -2.889586 0.054268 3.062576 0.63 0.14 -1.52
H -1.575595 -0.964898 3.123003 0.53 -0.50 -0.57
H -3.048116 -1.443844 1.050618 -0.73 -1.00 -0.53
H -2.629762 0.115760 0.467891 -0.81 1.03 -0.70
H -1.452462 1.598428 1.300484 0.79 -0.87 1.82
H -0.764058 1.507738 3.021596 -0.35 0.38 0.30
H -0.523535 -2.122727 0.542304 -0.98 0.40 0.11
H -1.594300 -1.411526 -0.725031 1.15 -0.02 -0.57
H 1.136706 1.124514 1.621199 1.11 1.11 0.21
H 0.609226 -0.499026 2.237297 0.28 1.12 -0.51
H -0.428536 0.761320 -0.368631 1.21 -0.86 0.26
H 0.744959 1.904631 -1.958848 1.59 0.29 0.64
H 2.411009 1.921288 -2.758754 -0.68 0.38 1.93
H 2.280138 2.143885 -0.906111 0.86 2.23 1.83
H 1.579792 -1.774239 -3.152605 0.25 0.04 0.00
H 2.085356 -0.149180 -3.971865 0.24 -0.44 0.08
H 3.549988 -1.342455 -0.655157 0.19 0.76 -0.81
```
Forces are in eV/Å.

Results of the natural (NBO) charge analysis, in e, for atoms 1 through 2:
1. C 0.62
2. C -0.40

ORCA calculation (ωB97M-V/def2-TZVPD) on C2H2AuLiO2 as an isolated structure in a non-equilibrium geometry.

Properties
DFT total energy in a.u.: -370.16357
Total charge: +2
Strongest force on any atom in Eh/bohr: 0.1039
HOMO-LUMO gap (spin up / spin down) in eV: 5.3249 / 6.7827
Highest occupied orbital energy (spin up / spin down) in eV: -18.672 / -20.113
Spin multiplicity: 3
Relative energy (zero: lowest compared OMol25 entry of this formula, charge and spin) in kJ/mol: 166.1

```
8
Properties=species:S:1:pos:R:3:forces:R:3
C -0.211132 0.236931 0.601027 -1.35 -1.39 -3.99
C 0.865526 1.133234 0.580359 -0.09 4.19 0.76
O 0.760778 2.312407 0.058291 -0.03 -0.40 0.94
O -1.355485 0.504718 -0.131787 4.18 -1.46 2.99
H 0.597019 -0.641975 0.491719 -3.03 -0.35 0.29
Au 0.126297 5.061644 -0.219690 0.70 0.67 -1.19
Li -0.367429 3.253605 1.221431 -0.37 -1.24 0.99
H 1.716110 0.886153 1.245636 -0.01 -0.02 -0.79
```
Forces are in eV/Å.

Results of the natural (NBO) charge analysis, in e, for atoms 1 through 2:
1. C 0.04
2. C 0.26

ORCA calculation (ωB97M-V/def2-TZVPD) on one molecule with the formula C5H6O2.

Properties
Structure (SMILES): O=C1CO[C@H]2C[C@@H]12
DFT total energy in a.u.: -344.54933
Total charge: 0
Strongest force on any atom in Eh/bohr: 0.0100
HOMO-LUMO gap in eV: 10.6022
Highest occupied orbital energy in eV: -9.738
Spin multiplicity: 1
Relative energy (zero: lowest compared OMol25 entry of this formula, charge and spin) in kJ/mol: 138.0

```
13
Properties=species:S:1:pos:R:3:forces:R:3
O 1.216351 2.004224 0.810389 -0.25 -0.43 -0.14
C 0.745603 0.990901 0.352658 0.16 0.22 0.10
C 1.555119 -0.205756 -0.143425 0.20 0.11 0.12
O 0.635210 -1.160971 -0.636265 0.03 -0.07 -0.08
C -0.652325 -0.597601 -0.717203 -0.19 -0.01 -0.12
C -1.375705 -0.518184 0.575918 -0.06 -0.16 0.11
C -0.682473 0.715955 0.012041 0.01 0.23 -0.06
H 2.170888 -0.637208 0.652409 -0.11 0.06 -0.06
H 2.222864 0.134700 -0.947606 -0.08 -0.01 0.12
H -1.135240 -0.760191 -1.674453 -0.06 0.00 0.17
H -0.942677 -1.045767 1.419712 0.04 0.11 -0.10
H -2.462255 -0.480217 0.576406 0.22 0.04 -0.05
H -1.295361 1.560112 -0.280584 0.09 -0.10 0.00
```
Forces are in eV/Å.

Results of the natural (NBO) charge analysis, in e, for atoms 1 through 2:
1. O -0.52
2. C 0.57

ORCA calculation (ωB97M-V/def2-TZVPD) on C28H44N6OSi2 as an isolated structure in a non-equilibrium geometry.

Properties
DFT total energy in a.u.: -2076.00896
Total charge: 0
Strongest force on any atom in Eh/bohr: 0.0820
HOMO-LUMO gap in eV: 8.6488
Highest occupied orbital energy in eV: -8.139
Spin multiplicity: 1
Relative energy (zero: lowest compared OMol25 entry of this formula, charge and spin) in kJ/mol: 259.0

```
81
Properties=species:S:1:pos:R:3:forces:R:3
C 4.575620 -3.645482 1.533072 -0.45 0.17 -1.34
C 3.383511 -4.313809 0.573905 0.45 -0.13 0.28
C 2.474886 -3.136308 -0.154673 1.04 0.10 0.24
Si 0.681161 -3.096810 0.645217 1.22 1.70 -2.05
C 0.387983 -1.202408 1.075862 -0.19 -0.23 0.16
O -0.559074 -3.731971 -0.437848 0.02 -0.76 4.15
Si -1.769270 -4.448539 0.660221 0.89 0.62 -1.15
H 4.924580 -4.378180 2.379694 -0.52 1.43 -1.77
H 5.446891 -3.361959 0.769860 -1.67 -0.58 2.04
H 4.158754 -2.653101 1.998654 0.86 -1.92 -0.73
H 3.891492 -5.015276 -0.242759 -1.17 1.43 1.90
H 2.712882 -4.968797 1.292834 1.25 1.10 -1.64
H 3.014615 -2.107677 0.117410 -1.28 -2.05 -0.78
H 2.449944 -3.214034 -1.321935 0.15 0.04 2.21
H 0.818378 -3.877188 1.897959 -0.23 0.04 -0.12
H 1.428383 -0.849516 1.542847 -2.45 -0.54 -0.93
H 0.110207 -0.584899 0.100810 0.62 -1.19 2.21
H -0.479426 -1.189915 1.873350 1.71 0.46 -1.50
H -2.816987 -3.480496 1.003068 -0.05 0.25 -0.16
H -1.142680 -4.831358 1.945658 0.01 -0.01 -0.16
H -2.395160 -5.652826 0.123834 0.03 -0.13 -0.42
N -1.002921 2.188085 0.959497 0.04 0.03 0.16
C 0.299295 2.601390 0.850186 0.09 -0.03 0.00
C 0.363540 3.545984 -0.149721 0.22 -0.19 0.25
C -0.947134 3.712506 -0.657309 -0.40 -0.01 -0.01
C -1.771225 2.864082 0.047663 -0.09 0.09 -0.11
H -1.343810 1.493664 1.611576 0.17 0.19 -0.26
H 1.066956 2.187922 1.490462 -0.12 0.07 -0.13
H 1.257586 4.060492 -0.477278 -0.15 -0.07 0.06
H -1.256643 4.379975 -1.451143 0.07 -0.13 0.13
H -2.835515 2.683059 -0.022207 0.16 0.02 -0.04
N 2.244287 -3.672728 4.551001 0.01 0.06 0.01
C 1.020077 -3.414223 5.110485 -0.07 0.00 0.04
C 1.217486 -2.620904 6.218580 -0.31 -0.15 -0.21
C 2.609254 -2.387898 6.327808 0.37 -0.04 -0.14
C 3.218934 -3.046586 5.283608 0.06 0.01 0.06
H 2.403530 -4.236482 3.726104 -0.06 0.23 0.26
H 0.115846 -3.817133 4.674316 0.13 0.07 0.10
H 0.442679 -2.249090 6.876424 0.12 -0.07 -0.12
H 3.112520 -1.802097 7.086124 -0.07 -0.11 -0.14
H 4.260233 -3.124211 5.000701 -0.17 0.02 0.07
N -3.444159 -2.292102 -4.374858 -0.03 0.01 -0.11
C -3.141933 -0.995819 -4.047982 -0.01 0.12 -0.01
C -2.261972 -1.017977 -2.989031 -0.22 0.24 -0.30
C -2.020424 -2.375556 -2.669852 -0.01 -0.34 -0.06
C -2.760755 -3.140563 -3.543127 0.02 0.04 0.09
H -4.072386 -2.577933 -5.114630 0.26 0.13 0.29
H -3.578958 -0.170792 -4.594383 0.01 -0.11 0.11
H -1.838728 -0.150142 -2.500098 -0.05 -0.09 -0.07
H -1.375334 -2.754370 -1.887648 -0.23 0.16 -0.38
H -2.860504 -4.213172 -3.642752 0.04 0.18 0.04
N -3.133695 4.575113 2.980235 -0.02 0.04 0.06
C -4.474502 4.377546 2.775924 -0.02 -0.03 0.03
C -5.158871 5.042876 3.768484 -0.10 -0.22 -0.31
C -4.197107 5.668614 4.597159 0.37 0.09 0.09
C -2.955141 5.365616 4.085643 -0.01 -0.02 0.05
H -2.392084 4.197510 2.404855 -0.22 0.16 0.08
H -4.825848 3.780735 1.944909 0.02 0.11 0.15
H -6.234632 5.075147 3.882609 0.18 -0.01 -0.04
H -4.389766 6.275499 5.472405 0.05 -0.10 -0.16
H -1.962218 5.643033 4.413528 -0.19 -0.04 -0.04
N 4.506520 1.022424 -1.843473 0.00 -0.05 0.05
C 3.169902 0.798420 -2.047952 -0.13 0.00 -0.01
C 3.041684 -0.330220 -2.826367 -0.23 0.26 0.21
C 4.346765 -0.807035 -3.095906 0.40 0.02 0.06
C 5.231723 0.045378 -2.474477 0.07 -0.07 -0.06
H 4.896689 1.788257 -1.309712 -0.16 -0.31 -0.22
H 2.426490 1.460430 -1.624520 0.06 -0.11 -0.09
H 2.108911 -0.764015 -3.162651 0.12 0.09 0.06
H 4.612421 -1.678762 -3.679860 -0.02 0.15 0.10
H 6.312572 0.041072 -2.428510 -0.19 -0.02 -0.04
N -1.909794 2.708296 -5.155422 -0.07 0.04 -0.01
C -2.302837 3.431433 -4.059463 -0.02 0.01 0.04
C -2.189446 4.768483 -4.368721 -0.12 -0.24 0.31
C -1.716988 4.854730 -5.700106 0.12 -0.18 -0.36
C -1.555741 3.567873 -6.162636 0.04 0.07 -0.04
H -1.885677 1.698443 -5.212411 0.03 0.35 0.05
H -2.627176 2.934038 -3.155242 0.08 0.10 -0.14
H -2.423027 5.592684 -3.707312 0.02 -0.14 -0.10
H -1.516626 5.758279 -6.261298 -0.03 -0.17 0.08
H -1.219013 3.191271 -7.119270 -0.04 0.10 0.17
```
Forces are in eV/Å.

Results of the Löwdin charge analysis, in e, for atoms 1 through 2:
1. C -0.15
2. C -0.31

ORCA calculation (ωB97M-V/def2-TZVPD) on one molecule with the formula C2H6IPS in a non-equilibrium geometry.

Properties
Structure (SMILES): CP(C)SI
DFT total energy in a.u.: -1117.02036
Total charge: 0
Strongest force on any atom in Eh/bohr: 0.0568
HOMO-LUMO gap in eV: 8.0153
Highest occupied orbital energy in eV: -8.539
Spin multiplicity: 1
Relative energy (zero: lowest compared OMol25 entry of this formula, charge and spin) in kJ/mol: 89.1

```
11
Properties=species:S:1:pos:R:3:forces:R:3
C 1.292920 -0.928261 0.844662 0.05 -0.28 0.09
P -0.143135 -0.709645 -0.367991 -1.25 1.79 1.93
C -0.166104 1.059476 -1.058448 -1.85 -0.65 0.72
S -1.540475 -0.226406 1.317932 -0.07 -0.70 -1.09
I -3.653313 -0.281060 0.127361 0.51 0.03 0.31
H 2.159343 -0.466146 0.335015 -0.11 -0.62 0.21
H 1.318606 -2.065285 0.819556 0.56 1.44 0.36
H 1.317677 -0.537520 1.922809 -0.59 -0.48 -1.63
H -0.541632 1.977667 -0.560029 0.60 -0.94 0.54
H -0.812790 0.999270 -1.918017 -0.39 -0.33 -0.49
H 0.768903 1.177906 -1.462849 2.54 0.75 -0.94
```
Forces are in eV/Å.

Results of the natural (NBO) charge analysis, in e, for atoms 1 through 2:
1. C -0.97
2. P 0.75